Below is C20H33O6PbTe as an isolated structure in a non-equilibrium geometry, with properties calculated with ωB97M-V/def2-TZVPD.

```
! wB97M-V def2-TZVPD RIJCOSX def2/J DEFGRID3
* xyz 3 1
Pb 0.9929 1.5149 -1.3804
C 0.1317 4.3404 0.2628
C 0.7942 4.8462 -0.9902
O 1.6933 3.8329 -1.4852
C 3.0711 4.1400 -1.7531
C 3.9900 3.3128 -0.8616
O 3.4127 2.0111 -0.5746
C 3.6659 1.5604 0.7611
C 2.5374 1.9245 1.6775
O 1.3218 1.2769 1.2319
C 0.1765 1.7220 2.0016
C -0.9080 2.2940 1.0992
O -0.3593 3.0122 -0.0167
H -0.7093 4.9893 0.5124
H 0.8212 4.3146 1.1081
H 1.3230 5.7759 -0.7860
H 0.0479 5.0296 -1.7632
H 3.2646 5.1972 -1.5777
H 3.2557 3.9324 -2.8061
H 4.1886 3.8294 0.0780
H 4.9363 3.1572 -1.3788
H 4.5949 1.9800 1.1470
H 3.7991 0.4798 0.7148
H 2.3893 3.0058 1.6852
H 2.7780 1.6014 2.6924
H 0.5079 2.4493 2.7414
H -0.2394 0.8692 2.5386
H -1.5694 2.9388 1.6793
H -1.5084 1.4985 0.6613
C -6.1076 -3.6368 0.0872
C -4.7110 -3.1703 -0.1556
C -4.4496 -1.9040 -0.6777
C -3.1709 -1.4310 -0.8651
C -3.0358 -0.0663 -1.4896
C -2.0696 -2.2551 -0.4572
C -2.3237 -3.5954 -0.0081
C -1.2517 -4.6185 0.2789
C -3.6276 -4.0080 0.1202
C -0.7501 -1.7296 -0.4767
O -0.3364 -0.7073 -1.0857
O 0.2065 -2.3849 0.2495
H -6.8463 -2.8892 -0.1910
H -6.2399 -3.8856 1.1426
H -6.3070 -4.5540 -0.4714
H -5.2867 -1.2715 -0.9481
H -3.9853 0.4619 -1.4432
H -2.7600 -0.1676 -2.5427
H -2.2723 0.5447 -1.0153
H -0.4547 -4.5954 -0.4630
H -1.6895 -5.6134 0.2649
H -0.8107 -4.4670 1.2654
H -3.8238 -5.0198 0.4537
C 2.7210 -2.4772 1.6326
Te 1.9713 -1.6525 -0.1542
C 2.5518 -3.2806 -1.3636
H 2.3079 -3.4792 1.7189
H 2.3987 -1.8565 2.4655
H 3.8091 -2.5099 1.5776
H 3.5977 -3.1412 -1.6377
H 1.9285 -3.2920 -2.2552
H 2.4180 -4.1834 -0.7749
*
```

## Properties
**LUMO level**: -9.48 eV


Below is a 2-piece molecular cluster, CH3Cl2OPS overall in a non-equilibrium geometry, with properties calculated with ωB97M-V/def2-TZVPD.

```
! wB97M-V def2-TZVPD RIJCOSX def2/J DEFGRID3
* xyz 0 3
C -1.4659 -0.0702 0.7627
O 0.9746 0.9934 -1.3916
P 0.9677 -0.0362 -0.1412
S 1.7852 -1.7321 -0.6382
Cl -2.0382 -1.6373 0.4909
Cl 1.9402 1.0538 1.2191
H -1.9149 0.6959 0.1492
H -1.2836 0.1833 1.7953
H 1.0348 0.5494 -2.2463
*
```

## Properties
**ΔE to the lowest compared entry with this formula, charge and spin**: 61.12 kJ/mol
**LUMO level (alpha / beta)**: 0.69 / -2.99 eV
**Expectation value of S²**: 2.011


Below is a 2-piece molecular cluster, C3H7OPS overall in a non-equilibrium geometry, with properties calculated with ωB97M-V/def2-TZVPD.

```
! wB97M-V def2-TZVPD RIJCOSX def2/J DEFGRID3
* xyz 0 1
C 0.7420 -0.9817 -0.8871
S 0.7704 -0.5017 0.8960
O 2.1821 -0.6683 1.2505
P 0.3702 1.7031 0.4529
H 1.3856 -1.9366 -0.8712
H -0.3927 -1.0083 -1.2445
H 1.3162 -0.3011 -1.5442
H -0.6084 1.9068 1.4275
H 1.4421 2.1551 1.4282
C -2.1896 0.2595 0.3544
C -2.0406 -0.8953 0.7407
H -2.3969 1.2365 -0.0266
H -1.8594 -1.8835 1.0907
*
```

## Properties
**SMILES**: CS(=O)#[PH2].C#C
**ΔE to the lowest compared entry with this formula, charge and spin**: 447.59 kJ/mol
**LUMO level**: 0.53 eV


Below is a 3-piece molecular cluster, C7H15NO2 overall in a non-equilibrium geometry, with properties calculated with ωB97M-V/def2-TZVPD.

```
! wB97M-V def2-TZVPD RIJCOSX def2/J DEFGRID3
* xyz 0 1
C 0.9750 2.9593 1.3768
C 0.2007 2.8176 0.3125
C -0.0050 1.5366 -0.4047
C -0.5360 1.3802 -1.5880
C -0.8740 0.0649 -2.2350
N -0.7171 -1.1048 -1.3938
C -1.3963 -1.3032 -0.1436
C -1.4283 -2.4073 0.6504
H 1.7152 2.1415 1.5784
H 0.9775 3.6522 2.1361
H -0.4919 3.5959 -0.0174
H 0.3063 0.5938 0.1060
H -0.8555 2.1696 -2.4530
H -0.1153 0.0253 -3.0674
H -1.8379 0.2216 -2.8157
H 0.1003 -1.7381 -1.5713
H -2.2975 -0.7177 0.0490
H -0.9212 -3.3387 0.3875
H -2.1444 -2.4834 1.4399
O 0.6606 0.8111 2.9375
H 1.1944 0.2188 3.4004
H 0.2722 0.4436 2.2097
O 2.0016 -3.1009 -0.0464
H 2.3171 -3.8321 -0.6339
H 2.8994 -2.6059 -0.2141
*
```

## Properties
**SMILES**: C=C/C=C/CNC=C.O.O
**ΔE to the lowest compared entry with this formula, charge and spin**: 468.33 kJ/mol
**LUMO level**: 0.37 eV


Below is C38H35BiBrN4O4P as an isolated structure in a non-equilibrium geometry, with properties calculated with ωB97M-V/def2-TZVPD.

```
! wB97M-V def2-TZVPD RIJCOSX def2/J DEFGRID3
* xyz 2 1
Bi 7.2774 -21.4230 8.3741
C 1.7957 -17.0540 8.1205
C 2.7447 -17.4918 9.0107
C 3.6371 -18.5373 8.7697
C 3.5967 -19.1806 7.5475
C 2.5800 -18.7471 6.6118
C 1.6511 -17.7363 6.9197
P 4.7435 -20.4892 7.1146
C 3.6973 -21.8660 6.6429
C 4.0554 -22.6590 5.6016
C 3.1981 -23.6568 5.1360
C 1.9376 -23.7932 5.6587
C 1.5987 -23.0376 6.7931
C 2.4791 -22.0738 7.2942
C 5.6081 -19.5799 5.7697
C 5.2685 -18.3794 5.1425
C 5.7143 -18.1202 3.8086
C 6.7036 -18.8982 3.2827
C 7.2684 -19.9789 4.0453
C 8.3376 -20.6937 3.4845
C 8.8253 -21.8035 4.2043
C 8.4068 -22.0440 5.5098
C 7.3921 -21.2713 6.1274
C 6.7222 -20.3127 5.3185
H 1.1421 -16.2277 8.4007
H 2.8048 -17.0384 9.9853
H 4.2601 -18.9299 9.5488
H 2.6269 -19.2503 5.6364
H 0.8439 -17.5814 6.1891
H 5.0410 -22.5907 5.1623
H 3.5490 -24.3720 4.4332
H 1.1800 -24.4952 5.2824
H 0.6176 -23.3167 7.3153
H 2.2346 -21.5298 8.2032
H 4.6158 -17.6802 5.6703
H 5.3462 -17.2704 3.3001
H 7.1456 -18.8052 2.2625
H 8.7121 -20.3921 2.5382
H 9.6609 -22.4446 3.8304
H 8.9692 -22.7308 6.1194
O 9.5314 -21.7601 8.3537
C 10.4515 -21.1253 9.0326
C 10.2637 -19.9384 9.8176
C 11.3346 -19.4667 10.5073
C 11.2752 -18.2403 11.1779
C 10.2201 -17.3200 11.1099
C 9.1572 -17.7848 10.2886
C 9.0887 -19.0964 9.6943
O 8.1277 -19.3788 8.8175
N 12.2699 -18.0071 12.1519
O 13.0368 -18.9041 12.4812
O 12.3367 -16.8081 12.6127
H 11.3731 -21.7207 9.1874
H 12.1862 -20.1321 10.7096
H 10.1721 -16.4612 11.7519
H 8.3350 -17.1422 10.0766
N -1.4407 -21.8711 12.9474
C -0.1586 -21.7110 13.6923
C 0.7350 -23.0072 13.7792
N 0.5464 -23.8462 12.6007
C -0.8243 -24.0702 12.1255
C -1.3719 -22.7243 11.7345
H -1.7712 -20.9218 12.7689
H -2.1175 -22.1062 13.7503
H -0.3969 -21.3849 14.7006
H 0.3428 -20.8742 13.2657
H 0.5005 -23.6570 14.6591
H 1.7983 -22.7202 13.7794
H 1.0446 -24.7265 12.6707
H -1.4424 -24.5648 12.9722
H -0.8371 -24.6732 11.2536
H -2.4169 -22.7219 11.3676
H -0.7606 -22.2695 10.9776
Br 4.5124 -22.3473 14.8846
C 5.6166 -21.8640 13.4265
C 6.5093 -22.8226 12.9219
C 7.2318 -22.4447 11.8201
N 7.1482 -21.2415 11.2031
C 6.2436 -20.3781 11.6570
C 5.4698 -20.6277 12.8259
H 6.6909 -23.8258 13.3934
H 8.0627 -23.1510 11.6574
H 6.0351 -19.4043 11.2100
H 4.9107 -19.8082 13.2873
*
```

## Properties
**ΔE to the lowest compared entry with this formula, charge and spin**: 186.36 kJ/mol
**LUMO level**: -5.47 eV


Below is a 3-piece molecular cluster, C27H36Br2N2O5P overall in a non-equilibrium geometry, with properties calculated with ωB97M-V/def2-TZVPD.

```
! wB97M-V def2-TZVPD RIJCOSX def2/J DEFGRID3
* xyz 1 1
C 3.3337 1.2258 3.8034
C 4.3381 0.9959 2.6099
Br 6.2209 1.3987 3.1224
C 3.9967 1.8445 1.3015
Br 4.9422 1.0151 -0.2576
N 2.5648 1.8420 0.9517
C 1.9463 0.5817 0.9094
C 0.5408 0.3872 0.5995
C 0.0483 -1.1434 0.5911
O -1.2903 -1.3081 0.1397
C -1.3895 -2.1640 -0.9971
O -0.7911 -3.4530 -0.8103
C 0.1995 -3.6116 -1.8574
C 0.8582 -5.0458 -1.8727
O 2.2852 -4.9932 -2.1468
C -0.3288 1.6048 0.2709
C 0.3733 2.9196 0.3102
P -0.5940 4.4927 -0.1256
N -2.2362 4.1187 -0.5430
O -0.5765 5.3928 1.3257
C 1.8242 2.9816 0.6592
C 2.5165 4.3701 0.6574
C 3.3767 4.4720 -0.7819
C 2.8339 3.4235 -1.9572
O 2.6483 5.0162 -1.9051
H 3.2678 0.2999 4.4473
H 2.3149 1.5827 3.4847
H 3.7858 2.0112 4.4814
H 4.3432 -0.0812 2.2774
H 4.4394 2.8571 1.4535
H 2.5836 -0.3189 1.1165
H 0.0591 -1.4686 1.6769
H 0.8263 -1.6993 0.0085
H -1.0581 -1.6604 -1.9582
H -2.4956 -2.3591 -1.1430
H -0.2609 -3.4548 -2.8829
H 1.0419 -2.8612 -1.7842
H 0.7474 -5.6152 -0.9151
H 0.4118 -5.6220 -2.7376
H 2.3946 -4.4104 -2.9237
H -1.4021 1.4797 0.0028
H -2.7808 3.7267 0.2326
H -2.3142 3.5618 -1.3955
H -1.4732 5.7523 1.4990
H 3.3078 4.4870 1.4484
H 1.8210 5.2437 0.6617
H 4.5201 4.6464 -0.7103
H 2.7569 3.5810 -3.0650
H 3.9483 3.0961 -2.0576
C -1.8321 1.4755 4.0023
C -1.7844 0.2179 3.4105
C -2.0120 -0.9186 4.1779
C -2.2975 -0.7971 5.5326
C -2.3487 0.4603 6.1218
C -2.1116 1.5964 5.3582
H -1.6512 2.3635 3.4051
H -1.5608 0.1263 2.3541
H -1.9676 -1.9003 3.7195
H -2.4798 -1.6832 6.1291
H -2.5727 0.5546 7.1780
H -2.1463 2.5766 5.8193
C -3.4155 -2.4561 -5.9588
C -3.3578 -3.7083 -6.5585
C -3.5760 -4.8534 -5.8013
C -3.8617 -4.7457 -4.4453
C -3.9231 -3.4932 -3.8464
C -3.6958 -2.3484 -4.6016
H -3.2421 -1.5636 -6.5491
H -3.1418 -3.7922 -7.6174
H -3.5245 -5.8300 -6.2682
H -4.0366 -5.6382 -3.8558
H -4.1479 -3.4093 -2.7887
H -3.7387 -1.3715 -4.1327
*
```

## Properties
**LUMO level**: -4.44 eV